Entry 1:
This record from the OMol25 dataset describes a molecular structure, C52H40Cl2NOP2STl in a non-equilibrium geometry. The level of theory is ωB97M-V/def2-TZVPD.

Summary:
HOMO-LUMO gap in eV: 7.07
Net charge: +2
HOMO energy in eV: -13.24
LUMO level in eV: -6.172

Atoms and positions in Å:
Tl  0.020  -0.262  -0.219
O  -1.759  1.518  2.955
S  -0.906  1.887  1.814
C  -1.722  3.218  0.923
C  -2.611  4.042  1.594
C  -3.227  5.077  0.911
C  -2.961  5.275  -0.439
C  -2.118  4.415  -1.121
C  -1.498  3.364  -0.445
P  -0.589  2.137  -1.451
C  0.772  3.021  -2.239
C  1.374  4.085  -1.569
C  2.496  4.694  -2.112
C  3.023  4.239  -3.312
C  2.435  3.166  -3.972
C  1.319  2.546  -3.433
C  -1.825  1.656  -2.688
C  -2.747  0.682  -2.299
C  -3.724  0.259  -3.182
C  -3.784  0.803  -4.458
C  -2.883  1.786  -4.840
C  -1.904  2.218  -3.958
C  0.494  2.800  2.514
C  0.295  3.959  3.249
C  1.354  4.520  3.943
C  2.610  3.927  3.899
C  2.813  2.779  3.153
C  1.752  2.199  2.458
P  2.052  0.661  1.515
C  2.267  -0.636  2.762
C  1.839  -0.473  4.076
C  1.971  -1.522  4.974
C  2.527  -2.726  4.568
C  2.940  -2.895  3.252
C  2.796  -1.859  2.345
C  3.684  0.955  0.768
C  4.874  0.496  1.325
C  6.078  0.760  0.685
C  6.100  1.472  -0.505
C  4.915  1.945  -1.054
C  3.711  1.684  -0.422
H  -2.832  3.843  2.636
H  -3.917  5.727  1.431
H  -3.438  6.089  -0.969
H  -1.959  4.545  -2.184
H  0.962  4.443  -0.632
H  2.957  5.525  -1.596
H  3.892  4.722  -3.738
H  2.844  2.818  -4.912
H  0.861  1.709  -3.948
H  -2.703  0.260  -1.299
H  -4.438  -0.495  -2.876
H  -4.537  0.461  -5.155
H  -2.941  2.220  -5.829
H  -1.204  2.985  -4.266
H  -0.683  4.417  3.296
H  1.196  5.417  4.526
H  3.433  4.359  4.451
H  3.794  2.323  3.112
H  1.413  0.468  4.405
H  1.643  -1.396  5.998
H  2.644  -3.534  5.277
H  3.378  -3.832  2.934
H  3.109  -1.991  1.315
H  4.868  -0.062  2.252
H  7.003  0.405  1.120
H  7.042  1.669  -0.999
H  4.926  2.514  -1.976
H  2.782  2.059  -0.843
C  -1.623  -2.647  3.199
C  -2.104  -3.786  2.578
C  -2.055  -3.913  1.199
C  -1.518  -2.899  0.400
C  -1.015  -1.790  1.065
C  -1.055  -1.633  2.432
C  -1.542  -2.975  -1.085
C  -2.236  -4.005  -1.759
C  -2.316  -3.989  -3.121
C  -1.708  -2.949  -3.854
C  -1.780  -2.839  -5.260
C  -1.190  -1.787  -5.901
C  -0.497  -0.806  -5.166
C  -0.398  -0.899  -3.807
C  -1.005  -1.966  -3.116
N  -0.943  -2.015  -1.758
H  -1.686  -2.531  4.273
H  -2.531  -4.585  3.168
H  -2.438  -4.819  0.750
H  -0.680  -0.744  2.918
H  -2.716  -4.793  -1.202
H  -2.865  -4.762  -3.644
H  -2.316  -3.597  -5.818
H  -1.250  -1.705  -6.978
H  -0.029  0.016  -5.694
H  0.144  -0.161  -3.224
Cl  2.585  -1.328  -1.387
C  3.409  -0.697  -2.842
Cl  3.183  -1.759  -4.229
H  4.466  -0.655  -2.604
H  3.014  0.289  -3.061

Entry 2:
This record from the OMol25 dataset describes a molecular structure, C52H41N7O7S4SnTe. The level of theory is ωB97M-V/def2-TZVPD.

Summary:
HOMO-LUMO gap in eV: 4.96
Net charge: -2
Energy relative to the best compared isomer or geometry (same formula, charge and spin) in eV: 0.5626
HOMO energy in eV: -1.79
LUMO level in eV: 3.169

Atoms and positions in Å:
Sn  -0.560  1.334  0.127
O  -5.592  0.893  -0.534
C  -4.307  1.185  -0.870
O  -3.589  1.837  -0.176
C  -3.892  0.524  -2.157
C  -4.777  -0.251  -2.901
C  -4.301  -0.852  -4.053
C  -2.975  -0.667  -4.405
C  -2.173  0.132  -3.594
N  -2.627  0.725  -2.501
C  -0.736  0.446  -3.953
O  -0.116  -0.489  -4.724
O  -0.181  1.448  -3.639
H  -5.696  1.245  0.364
H  -5.793  -0.389  -2.562
H  -4.952  -1.462  -4.667
H  -2.596  -1.096  -5.323
H  -0.601  -1.327  -4.679
N  -1.000  -0.199  4.475
C  -1.258  0.602  3.365
S  -2.506  0.100  2.299
N  -0.522  1.683  3.316
N  -0.646  2.434  2.150
C  -0.518  3.701  2.308
C  -0.471  4.742  1.298
C  -0.195  6.038  1.753
C  -0.032  7.101  0.892
C  -0.158  6.867  -0.480
C  -0.449  5.612  -0.960
C  -0.611  4.503  -0.094
O  -0.854  3.336  -0.595
H  -1.295  -1.149  4.313
H  -0.042  -0.111  4.787
H  -0.403  4.034  3.342
H  -0.068  6.185  2.821
H  0.227  8.082  1.267
H  -0.006  7.682  -1.180
H  -0.529  5.416  -2.022
C  1.596  -6.068  2.486
C  1.366  -4.621  2.142
C  2.126  -3.600  2.696
C  1.930  -2.261  2.381
C  2.883  -1.248  2.905
O  3.616  -0.613  2.181
C  2.948  -1.028  4.399
C  3.926  -0.176  4.904
C  4.005  0.071  6.263
C  3.101  -0.529  7.133
C  2.116  -1.369  6.636
C  2.039  -1.616  5.271
C  0.871  -1.843  1.515
O  0.507  -0.640  1.397
C  0.155  -2.925  0.880
C  0.394  -4.243  1.211
C  -0.800  -2.609  -0.215
N  -0.450  -2.250  -1.386
C  0.941  -2.021  -1.696
C  1.459  -2.986  -2.770
Te  0.037  -3.818  -4.143
C  -0.965  -5.118  -2.824
C  -0.265  -6.004  -2.014
C  -0.946  -6.836  -1.138
C  -2.331  -6.798  -1.069
C  -3.034  -5.925  -1.885
C  -2.353  -5.087  -2.756
C  -2.271  -2.805  0.009
C  -3.176  -2.383  -0.965
C  -4.536  -2.561  -0.792
C  -5.020  -3.172  0.360
C  -4.129  -3.581  1.339
C  -2.765  -3.386  1.170
H  2.420  -6.168  3.195
H  1.851  -6.666  1.605
H  0.715  -6.530  2.942
H  2.917  -3.857  3.399
H  4.602  0.292  4.200
H  4.761  0.745  6.648
H  3.159  -0.331  8.197
H  1.398  -1.823  7.307
H  1.259  -2.250  4.870
H  -0.186  -5.015  0.714
H  1.601  -2.132  -0.830
H  1.043  -0.989  -2.041
H  1.938  -3.854  -2.319
H  2.195  -2.505  -3.413
H  0.817  -6.044  -2.054
H  -0.387  -7.505  -0.494
H  -2.859  -7.429  -0.365
H  -4.112  -5.858  -1.812
H  -2.907  -4.374  -3.354
H  -2.776  -1.918  -1.856
H  -5.226  -2.212  -1.551
H  -6.086  -3.303  0.502
H  -4.497  -4.029  2.255
H  -2.077  -3.666  1.956
S  3.901  7.261  0.651
C  3.467  5.772  0.007
S  2.992  4.458  1.017
C  2.685  3.441  -0.373
N  2.939  4.050  -1.491
N  3.373  5.350  -1.275
C  3.625  6.080  -2.467
C  3.017  5.639  -3.644
C  3.239  6.315  -4.830
C  4.067  7.428  -4.871
C  4.676  7.853  -3.701
C  4.464  7.190  -2.501
S  2.175  1.813  -0.212
H  2.380  4.769  -3.608
H  2.755  5.961  -5.732
H  4.236  7.955  -5.802
H  5.333  8.715  -3.710
H  4.940  7.528  -1.596